Arrangement one

{
  "formula": "C6H17PSi",
  "method": "ωB97M-V/def2-TZVPD",
  "homo_energy_ev": -8.79,
  "smiles": "CC(C)(C)[Si](C)(C)P",
  "homo_lumo_gap_ev": 9.6,
  "multiplicity": 1,
  "elements": ["H", "H", "H", "H", "H", "H", "C", "H", "C", "H", "H", "H", "H", "H", "P", "Si", "C", "H", "H", "H", "C", "H", "C", "H", "C"],
  "xyz": [[0.7093, 2.6847, 1.2194], [-0.2339, -1.3489, 1.9913], [-2.0635, 0.5141, 1.1471], [-0.2316, 1.4442, 2.2056], [1.7199, 2.0285, -1.6878], [0.1323, -1.8297, -1.7228], [-0.6898, -1.7266, 1.0278], [-1.1036, -0.5577, -2.3289], [-0.7935, -1.2373, -1.4552], [1.5950, 1.7033, 2.2616], [0.6572, 0.6638, -2.2281], [-1.6720, -2.2064, 1.3568], [-2.9299, -0.7183, 0.4425], [3.2159, -0.7228, -0.9593], [2.9146, -0.5554, 0.3643], [0.7421, 0.5277, 0.2165], [-0.8166, -0.6502, -0.0619], [-0.0232, -2.6101, 0.8454], [3.4765, 0.6558, 0.5170], [-2.4898, 0.6721, -0.4495], [-2.1100, 0.0021, 0.2497], [0.0357, 2.1358, -1.6625], [0.7045, 1.7062, 1.6514], [-1.5314, -2.0561, -1.5134], [0.7859, 1.4813, -1.4274]],
  "mulliken_charge": [0.3487, 0.3018, 0.4895, 0.2811, 0.3524, 0.3489, -1.5654, 0.3445, -1.9377, 0.4163, 0.2918, 0.3300, 0.4048, 0.0312, -0.1244, 0.3024, 1.9942, 0.3523, 0.0027, 0.4364, -1.9325, 0.4636, -1.1477, 0.4633, -1.2482]
}


Arrangement two

{
  "formula": "C6H17PSi",
  "method": "ωB97M-V/def2-TZVPD",
  "homo_energy_ev": [-7.15, -6.50],
  "homo_lumo_gap_ev": [7.4, 7.3],
  "multiplicity": 1,
  "elements": ["H", "H", "H", "H", "H", "H", "H", "C", "H", "H", "H", "P", "H", "H", "H", "C", "Si", "C", "H", "C", "H", "H", "H", "C", "C"],
  "xyz": [[-1.8135, -1.5406, 1.2252], [2.6987, -1.2189, -1.4729], [-1.3218, -0.0069, 2.5763], [1.1719, -0.7776, 2.4030], [-0.7342, 2.9055, 0.3962], [-2.1399, 0.6157, -2.4129], [1.1238, -0.7666, -1.9015], [-1.6863, 2.4718, 0.0357], [2.1103, -2.0616, 1.4697], [1.5393, 1.5882, 0.6011], [3.0616, 0.7022, 0.9462], [-2.4423, -0.2899, 1.7737], [-3.0581, -0.9105, -1.8606], [0.4514, -2.0646, 1.3216], [-1.9960, 2.8701, -0.9288], [1.7292, -1.2954, -1.1556], [-1.5518, 0.6056, -0.0762], [2.1579, 0.7578, 0.2900], [-2.5069, 2.7048, 0.7126], [1.3121, -1.3869, 1.4287], [2.5342, 1.0492, -0.7407], [1.4282, -2.3216, -1.0101], [-1.3621, -0.8333, -2.1040], [1.4638, -0.5275, 0.1736], [-2.1695, -0.2691, -1.6902]],
  "mulliken_charge": [0.0234, 0.5364, 0.0212, 0.2467, 0.2740, 0.2775, 0.2988, -1.0474, 0.5057, 0.1738, 0.3628, -0.1509, 0.3832, 0.2980, 0.3124, -1.5915, 0.3688, -1.2141, 0.3437, -1.5518, 0.3164, 0.3783, 0.2932, 1.2004, -1.0591]
}


Which is most stable, and by how much? arrangement one, by 2.760 eV.


Arrangement one

{
  "formula": "C2H3FS2",
  "method": "ωB97M-V/def2-TZVPD",
  "homo_energy_ev": -8.88,
  "smiles": "FC=S.C=S",
  "homo_lumo_gap_ev": 8.3,
  "multiplicity": 1,
  "elements": ["C", "H", "H", "H", "C", "S", "F", "S"],
  "xyz": [[2.7284, 0.9094, 1.3116], [3.1562, 0.0122, 0.7978], [-1.2081, -1.1305, 1.4404], [-1.8626, -2.7168, 0.9815], [-1.5228, -1.8136, 0.6993], [1.1234, 1.0825, 1.4600], [3.7160, 1.7742, 1.5765], [-0.8552, -1.5074, -0.7644]],
  "mulliken_charge": [0.0987, 0.2498, 0.1649, 0.3001, -0.3131, -0.1903, -0.1577, -0.1524]
}


Arrangement two

{
  "formula": "C2H3FS2",
  "method": "ωB97M-V/def2-TZVPD",
  "homo_energy_ev": -9.46,
  "homo_lumo_gap_ev": 9.4,
  "multiplicity": 1,
  "elements": ["C", "H", "C", "H", "S", "F", "S", "H"],
  "xyz": [[-1.0405, -0.1865, 0.2993], [1.8203, 0.2582, 0.6850], [1.1708, 0.1490, -0.3021], [-1.3219, -0.4612, 1.4160], [-0.1973, 1.3627, -0.2356], [-2.3411, -0.1311, -0.2707], [0.1323, -1.4020, -0.3513], [1.7774, 0.4110, -1.2406]],
  "mulliken_charge": [0.0790, 0.2700, -0.5098, 0.2601, -0.0925, -0.2603, -0.0909, 0.3445]
}


Arrangement three

{
  "formula": "C2H3FS2",
  "method": "ωB97M-V/def2-TZVPD",
  "homo_energy_ev": -9.17,
  "homo_lumo_gap_ev": 7.9,
  "multiplicity": 1,
  "elements": ["H", "H", "S", "H", "C", "F", "S", "C"],
  "xyz": [[0.2483, -1.7771, -0.5043], [-0.4237, -1.6229, 1.3537], [2.2619, 0.2984, -0.0487], [-0.0339, 2.9583, -0.9317], [0.5685, 0.3451, 0.1309], [-1.5535, -0.7405, -0.2824], [-0.8123, 1.5718, 0.1278], [-0.2553, -1.0331, 0.1547]],
  "mulliken_charge": [0.2852, 0.2170, -0.1613, 0.1744, 0.1235, -0.2651, -0.1767, -0.1969]
}


Which is most stable, and by how much? arrangement two, by 0.910 eV.


Arrangement one

{
  "formula": "C4H7FO2",
  "method": "ωB97M-V/def2-TZVPD",
  "homo_energy_ev": -6.85,
  "homo_lumo_gap_ev": 7.6,
  "multiplicity": 1,
  "elements": ["C", "H", "O", "H", "H", "C", "H", "H", "C", "F", "O", "C", "H", "H"],
  "xyz": [[0.5793, 1.5678, -0.9806], [0.8206, 1.2566, 1.1633], [-1.9189, 0.2025, 0.3706], [-0.4556, 1.7868, -1.0705], [1.5037, -2.4889, 0.2235], [0.9345, -1.5642, -0.2444], [1.0987, 2.4651, -1.0537], [-1.5133, -0.5828, 2.0923], [-2.0209, -0.7082, 1.1396], [0.9841, -1.6246, -1.5505], [1.0735, -0.4943, 0.4442], [0.9057, 0.8045, 0.2773], [0.7231, 0.9345, -1.8423], [-2.7145, -1.5550, 1.0311]],
  "mulliken_charge": [-1.0153, 0.4786, -0.3740, 0.2777, 0.2085, -0.0703, 0.3393, 0.2344, -0.1556, -0.2223, -0.1449, -0.1182, 0.2909, 0.2711]
}


Arrangement two

{
  "formula": "C4H7FO2",
  "method": "ωB97M-V/def2-TZVPD",
  "homo_energy_ev": -9.74,
  "smiles": "OC[C@@]1(O)C[C@H]1F",
  "homo_lumo_gap_ev": 10.5,
  "multiplicity": 1,
  "elements": ["F", "H", "C", "O", "H", "H", "H", "H", "C", "H", "H", "C", "C", "O"],
  "xyz": [[1.9132, -1.2689, -0.6168], [1.2835, 0.0283, 1.6562], [1.3820, -0.0095, -0.5858], [-2.1074, -0.8024, -0.4438], [-0.4611, -1.7871, 0.3962], [-1.2226, -0.5968, 1.4536], [-2.5577, 0.0141, -0.1089], [-1.0065, 0.7499, -1.4897], [-0.9706, -0.8381, 0.3917], [1.3632, 1.7350, 0.7699], [1.7813, 0.6157, -1.3869], [1.1762, 0.6673, 0.7589], [0.0248, 0.2356, -0.0505], [-0.5982, 1.2569, -0.7441]],
  "mulliken_charge": [-0.3116, 0.2707, -0.2085, -0.5739, 0.4115, 0.2256, 0.3565, 0.3998, -0.7018, 0.2962, 0.3603, -0.8574, 0.9581, -0.6253]
}


Which is most stable, and by how much? arrangement two, by 3.571 eV.


Arrangement one

{
  "formula": "C9H9N",
  "method": "ωB97M-V/def2-TZVPD",
  "homo_energy_ev": -9.06,
  "smiles": "C=C[C@@]1(C#N)C=CC=CC1",
  "homo_lumo_gap_ev": 9.7,
  "multiplicity": 1,
  "elements": ["C", "C", "H", "H", "C", "C", "C", "C", "C", "H", "N", "H", "H", "H", "H", "C", "C", "H", "H"],
  "xyz": [[1.6078, -0.6427, 1.1741], [1.5925, 0.9751, -0.7306], [-0.3555, 1.5537, -1.5167], [-2.5788, 0.2771, -0.9031], [-0.6388, 0.2150, 0.0882], [0.2173, 0.6718, -1.1654], [-1.9001, -0.4457, -0.3257], [-0.9058, 1.4904, 0.7257], [0.2573, -0.6210, 1.1071], [0.3083, -0.0206, -1.9682], [-1.2281, 2.5277, 1.0968], [-2.9402, -2.1247, -0.6621], [2.0470, 1.6739, -1.4186], [2.3749, -1.2606, 1.7666], [-1.2719, -2.3456, 0.4183], [-2.0331, -1.7766, -0.2785], [2.2853, 0.3863, 0.2515], [-0.1659, -1.3082, 1.8276], [3.3280, 0.7747, 0.5131]],
  "mulliken_charge": [-0.5567, -0.4730, 0.3629, 0.2835, 1.5852, -0.6662, -0.7115, 0.1075, -0.9477, 0.3865, -0.5515, 0.3742, 0.3325, 0.3194, 0.2199, -0.7177, -0.2189, 0.5747, 0.2970]
}


Arrangement two

{
  "formula": "C9H9N",
  "method": "ωB97M-V/def2-TZVPD",
  "homo_energy_ev": -8.42,
  "smiles": "c1ccc2c(c1)C[C@H]1CN21",
  "homo_lumo_gap_ev": 9.4,
  "multiplicity": 1,
  "elements": ["H", "N", "C", "C", "C", "H", "C", "H", "H", "C", "C", "C", "C", "H", "H", "H", "C", "H", "H"],
  "xyz": [[-0.0623, 3.6613, -0.6278], [0.2841, -1.2963, 1.2530], [0.7107, 1.1340, 1.6574], [-1.0463, -0.9293, -0.8310], [0.5615, 2.4378, 1.1161], [1.1536, -3.1025, 0.7523], [0.1531, 0.0592, 0.9013], [-2.1182, -0.9768, -0.8424], [-1.2054, -2.7739, 0.4205], [-0.4327, 1.5665, -0.9524], [0.8645, -2.1989, 0.3001], [-0.5543, -2.0708, 0.0526], [-0.4798, 0.3154, -0.3092], [-0.8898, 1.7480, -1.9522], [1.1787, 3.1269, 1.6900], [1.2338, 0.7535, 2.6087], [0.0463, 2.6360, -0.2054], [1.4819, -1.9518, -0.6425], [-0.8056, -1.0412, -2.0295]],
  "mulliken_charge": [0.3157, -0.6104, -0.3487, -0.5907, -0.5849, 0.2929, 0.2155, 0.3038, 0.4295, -0.6216, -0.4786, -0.1546, 0.7251, 0.3374, 0.3171, 0.3205, -0.3265, 0.2294, 0.2290]
}


Which is most stable, and by how much? arrangement two, by 0.918 eV.


Arrangement one

{
  "formula": "C3H10NO3",
  "method": "ωB97M-V/def2-TZVPD",
  "homo_energy_ev": -13.27,
  "charge": 1,
  "homo_lumo_gap_ev": 9.1,
  "multiplicity": 1,
  "elements": ["O", "H", "H", "H", "O", "H", "H", "N", "O", "C", "H", "H", "C", "H", "C", "H", "H"],
  "xyz": [[0.6443, 0.4909, -1.2430], [2.7094, -2.0306, -0.0894], [0.2597, 2.4131, 0.0526], [-2.5330, 1.1898, 0.3527], [2.0963, -1.3442, -0.3820], [1.7684, -0.5144, 1.5130], [-2.1546, 0.5110, -1.2461], [-1.5357, -0.6372, 0.3786], [0.8874, 1.8214, 0.5170], [1.1410, 0.7382, -0.0941], [-1.5599, -1.5407, -0.0886], [-1.8028, -0.8037, 1.3466], [2.0921, -0.2539, 0.4953], [-3.5082, -0.1314, -0.3006], [-2.4945, 0.2745, -0.2364], [3.0813, 0.2263, 0.5746], [0.9088, -0.4091, -1.5503]],
  "mulliken_charge": [-0.3441, 0.3328, 0.4215, 0.2876, -0.5766, 0.3349, 0.2784, -0.4963, -0.3661, 0.6392, 0.2212, 0.2408, -0.2485, 0.3445, -0.8252, 0.3767, 0.3792]
}


Arrangement two

{
  "formula": "C3H10NO3",
  "method": "ωB97M-V/def2-TZVPD",
  "homo_energy_ev": -15.52,
  "charge": 1,
  "homo_lumo_gap_ev": 12.1,
  "multiplicity": 1,
  "elements": ["H", "H", "O", "C", "H", "H", "H", "N", "H", "H", "C", "C", "H", "O", "H", "O", "H"],
  "xyz": [[1.2758, 0.0491, 2.6841], [1.8994, 2.5551, 2.2663], [-1.7444, -0.5234, -0.2576], [-0.4364, -0.3083, 0.0212], [1.1386, 2.3050, 0.7704], [-0.1726, -1.1365, -2.1465], [0.1845, 2.4474, 2.3787], [-0.9379, -1.7085, -2.7376], [1.8417, 0.2151, 1.1842], [-1.2286, -1.0813, -3.4876], [1.0798, 0.5674, 1.7921], [1.0601, 2.0999, 1.8320], [-2.2254, -0.4027, 0.5563], [0.4143, -0.5943, -0.8261], [-0.2718, -2.4640, -3.1160], [-0.2085, 0.1376, 1.1985], [-1.6686, -2.1576, -2.1125]],
  "mulliken_charge": [0.3723, 0.4051, -0.4669, 0.9081, 0.2861, 0.3579, 0.2794, -0.5307, 0.3296, 0.3570, -0.3549, -1.0147, 0.3564, -0.7180, 0.4196, -0.3439, 0.3575]
}


Which is most stable, and by how much? arrangement two, by 1.079 eV.


Arrangement one

{
  "formula": "C16H26Cl3FHfNO11P2",
  "method": "ωB97M-V/def2-TZVPD",
  "homo_energy_ev": -11.17,
  "charge": 1,
  "homo_lumo_gap_ev": 9.0,
  "multiplicity": 1,
  "elements": ["O", "C", "H", "N", "H", "C", "H", "C", "H", "H", "P", "H", "O", "O", "H", "C", "H", "O", "C", "C", "C", "H", "H", "H", "H", "H", "O", "C", "O", "O", "C", "H", "H", "C", "H", "H", "O", "Hf", "C", "Cl", "H", "H", "H", "H", "O", "Cl", "H", "C", "H", "C", "Cl", "O", "O", "C", "H", "H", "P", "H", "C", "C", "F"],
  "xyz": [[-1.2768, -1.1804, 1.5426], [-2.2366, -2.8929, -3.4757], [-3.8925, 1.7102, 1.8496], [3.2655, -2.0087, 0.7574], [3.9771, -2.4497, 0.1769], [-0.3792, -2.0496, 1.3734], [-3.0274, 2.8666, -0.0988], [-1.2896, -1.1725, -1.4801], [-0.8181, -1.9855, -4.7870], [-2.7465, 0.7117, -2.2613], [2.3212, 0.0796, 2.1180], [2.3362, -2.3802, 0.5049], [0.8906, 0.4189, 1.7378], [-2.6796, 0.8842, 0.3988], [-2.7824, -2.1465, -0.2596], [-3.2189, 1.8716, -0.5068], [-4.2948, 1.7157, -0.5984], [0.5077, -1.8523, 0.5163], [-0.4565, 2.9519, -1.8874], [-2.9231, 1.2198, 1.7755], [-2.5176, 1.6827, -1.8263], [0.0166, -0.4545, -3.0489], [-1.2446, 1.6460, 3.1122], [-0.6353, 3.1961, -2.9334], [0.6078, 2.8076, -1.7266], [-2.7872, 2.4705, -2.5295], [3.7257, 0.7507, -1.8155], [-1.7787, 2.1204, 2.2853], [2.9546, 1.5089, 2.4609], [1.3445, 0.6691, -0.8731], [-2.3189, -2.0923, -1.2390], [0.9377, 3.1671, 0.7454], [3.6660, 1.4507, 3.1110], [-0.4233, -3.3197, 2.2331], [-0.8377, 3.7471, -1.2445], [4.8447, 0.9985, 0.6554], [-0.8623, 2.3000, 1.1958], [-0.4359, 0.2344, 0.0512], [-1.2252, -2.0044, -3.7848], [-1.9190, -4.1754, 1.8440], [-0.1938, 4.1994, 1.6648], [-2.1332, 3.1010, 2.6072], [3.4112, -2.2167, 1.7573], [0.6875, 2.8584, 2.4714], [2.4340, -1.4686, -1.7250], [0.9590, -4.3696, 1.8720], [5.1227, -0.3684, 1.7596], [0.2107, 3.1926, 1.5528], [5.3721, -0.5390, 0.0041], [4.7519, -0.0773, 0.7739], [-0.3875, -2.8406, 3.9205], [2.5954, -0.9617, 3.1280], [-1.0997, 1.7016, -1.5828], [-2.8018, -2.9517, -2.2185], [2.6958, -1.5017, -2.6548], [-2.9605, 0.2812, 2.3194], [2.7162, -0.0195, -1.0903], [-3.5990, -3.6565, -2.0233], [-0.7693, -1.1564, -2.7836], [3.2883, -0.5010, 0.6121], [-2.6885, -3.7208, -4.4337]],
  "mulliken_charge": [-0.4721, 0.4377, 0.5900, -0.0774, 0.3999, -0.9703, 0.3255, -0.0111, 0.4996, 0.1956, 0.8131, 0.0432, -0.8019, -0.2778, 0.4966, -0.5054, 0.4745, -0.6184, -0.8428, -0.8846, -0.8387, 0.3902, 0.3308, 0.3593, 0.1642, 0.6741, -0.7982, -0.6619, -0.5917, -1.1346, -0.0610, 0.2935, 0.3848, 1.0329, 0.3059, 0.3764, -0.1630, 3.9467, -0.8679, -0.1031, 0.3510, 0.5562, 0.4803, 0.3045, -0.5775, -0.1520, 0.5148, -1.0244, 0.5139, -1.8510, -0.0904, -0.9125, -0.2503, -0.9762, 0.3625, 0.1768, 0.9795, 0.4840, -0.1394, 0.7396, -0.3423]
}


Arrangement two

{
  "formula": "C16H26Cl3FHfNO11P2",
  "method": "ωB97M-V/def2-TZVPD",
  "homo_energy_ev": -11.19,
  "charge": 1,
  "homo_lumo_gap_ev": 8.8,
  "multiplicity": 1,
  "elements": ["C", "H", "H", "C", "H", "C", "O", "C", "H", "H", "C", "H", "H", "H", "O", "H", "H", "C", "O", "H", "H", "P", "N", "Hf", "H", "F", "C", "O", "H", "O", "O", "O", "H", "C", "H", "O", "Cl", "C", "H", "C", "H", "H", "C", "H", "P", "H", "C", "H", "Cl", "O", "C", "H", "O", "C", "Cl", "C", "H", "H", "H", "C", "O"],
  "xyz": [[-0.9727, 0.2215, 3.3726], [-0.9985, -2.7955, 1.8519], [-5.3931, 0.5248, -1.3986], [1.0773, -3.2421, -2.3531], [1.4622, 3.8409, 1.4208], [3.0046, -0.2751, 0.1616], [1.9598, -0.4307, 1.1253], [-1.7007, -1.4900, 4.8520], [-5.9798, 0.9637, 0.0920], [-0.7731, 1.2743, 3.2062], [-1.5444, -2.4461, 3.8687], [3.2640, -0.2567, 2.7219], [0.0539, 1.8162, -2.2831], [-2.6184, 1.3768, -2.9118], [0.9528, 1.8470, 1.6803], [-1.5787, 0.5610, 5.4272], [-4.7889, 0.5302, 2.0080], [1.1301, 1.7621, -2.1658], [1.3962, 1.0448, -0.9497], [1.8690, 1.8520, 3.5453], [-5.1848, 2.1041, -0.8480], [-2.6413, 1.8102, -0.7704], [-5.2197, 1.1096, -0.5748], [-0.2594, -0.1844, 0.2024], [3.9774, -0.2790, 0.6552], [-2.1418, -1.8652, 6.0639], [-3.8874, 0.7511, 0.0645], [-2.0419, -1.1432, -0.2377], [-0.2177, 3.3810, 1.0410], [-3.2726, 3.1071, -1.0562], [-4.1603, -1.1828, -1.6303], [0.5625, -2.2397, -0.2014], [2.9496, -1.1483, -0.4889], [0.6091, 3.2274, 1.7259], [3.0499, 1.8978, -0.0659], [-1.3887, 1.6072, 0.1019], [2.1545, -2.5376, -3.5668], [2.0596, 1.5440, 2.5114], [3.3743, 0.9691, -1.5456], [2.7873, 0.9972, -0.6249], [1.5614, 1.2217, -3.0086], [-4.1543, 2.1770, 1.6815], [2.2514, 0.0417, 2.4487], [-4.2093, -2.0747, -1.9975], [-3.5702, -1.0521, -0.1384], [-1.7866, -3.4777, 4.0836], [0.5565, -2.1097, -1.4546], [-3.0639, 0.8311, 2.0567], [1.9342, -4.4569, -1.4242], [-4.2830, -1.8443, 0.8605], [-1.4282, -0.1542, 4.6294], [0.3099, 3.5149, 2.7376], [0.1257, -1.0587, -1.9721], [-3.9848, 1.1067, 1.5467], [-0.3485, -3.9536, -3.1320], [-1.0935, -2.0367, 2.6218], [1.5424, -0.4683, 3.0928], [2.9410, 2.0950, 2.1608], [1.5493, 2.7662, -2.0912], [-0.7850, -0.7004, 2.3294], [-2.1835, 1.0558, -2.1114]],
  "mulliken_charge": [-0.0625, 0.3680, 0.3634, 0.8738, 0.2984, -0.7288, -0.4874, 0.2314, 0.3882, 0.3933, -0.6973, 0.5723, 0.0623, 0.3719, 0.5819, 0.4906, 0.5478, -0.8130, 0.2184, 0.4871, 0.4061, 0.9983, -0.0207, 2.5466, 0.6226, -0.3450, 0.3015, -0.2595, 0.1680, -0.8958, -0.5839, -0.4539, 0.1241, -1.0904, 0.1802, -0.7233, -0.1257, -0.9676, 0.6436, -0.7465, 0.2771, 0.4920, -0.5671, 0.3880, 0.6439, 0.4603, -0.5122, 0.1792, -0.1038, -0.7869, -0.6407, 0.3190, -0.4997, -1.7233, -0.1332, -0.5928, 0.1188, 0.4549, 0.3455, 0.2608, -0.6185]
}


Which is most stable, and by how much? arrangement one, by 0.513 eV.